# CH3FO2

A single CH3FO2 molecule (wB97M-V/def2-TZVPD, the Open Molecules 2025 dataset).

Last column: Mulliken charge in e.
Atoms and positions in Å:
C: -1.046 -0.083 0.551  0.151
O: 0.725 0.743 -0.563  -0.358
O: -0.021 0.717 0.678  -0.189
F: -1.709 0.366 -0.483  -0.298
H: -0.791 -1.127 0.231  0.160
H: -1.595 -0.071 1.500  0.192
H: 0.137 1.012 -1.295  0.341

Forces on the atoms, in the same order (eV/Å):
C 0.001 -3.707 0.434
O 0.683 -0.528 0.312
O 3.086 2.378 0.368
F -3.471 1.162 -2.521
H 0.172 0.416 0.740
H -0.055 0.189 -0.174
H -0.416 0.090 0.841

Calculated values
Gap between HOMO and LUMO = 11.75 eV
HOMO level = -0.401 Eh
LUMO = 0.85 eV
Calculated total energy = -290.1228 Eh
Energy relative to the best compared isomer or geometry (same formula, charge and spin) = 83.33 kcal per mole
SMILES = OOCF